Molecular formula: C3HBaLiO4
Method: DFT, wB97M-V/def2-TZVPD

Structure (XYZ):
```
10
C3HBaLiO4 | OMol25 | wB97M-V/def2-TZVPD
O 1.880 0.123 -0.168
C 0.718 0.333 -0.142
O -0.181 1.089 -0.161
Ba 4.669 0.715 -0.294
O -1.557 -1.851 0.074
C -2.648 -1.069 0.258
C -2.997 0.120 0.174
O -3.706 1.154 0.037
Li -4.865 2.354 0.513
H -2.191 -2.623 -0.225
```

net charge: +1
E_tot: -12205.567 eV
multiplicity: 2
frontier orbital gap (spin up / spin down): 5.36 / 5.06 eV
HOMO level (spin up / spin down): -8.85 / -8.86 eV